Entry 1:
Molecular formula: C20H22F2N2O3
Method: DFT, ωB97M-V/def2-TZVPD

ORCA input file:
```
! wB97M-V def2-TZVPD RIJCOSX def2/J DEFGRID3
* xyz 0 1
C -0.793 6.027 -1.411
N -1.538 4.774 -1.541
C -2.937 4.930 -1.998
C -3.644 3.602 -1.720
C -2.649 2.795 -0.893
C -1.601 3.837 -0.437
C -0.270 3.172 -0.089
C -0.380 2.527 1.275
O 0.615 1.504 1.462
C 0.277 0.298 0.963
O -0.811 0.016 0.467
N 1.265 -0.663 1.053
C 1.217 -2.059 0.783
C 0.293 -2.691 -0.068
C 0.372 -4.044 -0.399
C 1.422 -4.807 0.097
O 1.516 -6.095 -0.291
C 2.352 -4.209 0.930
C 2.301 -2.837 1.319
C 3.326 -2.308 2.261
C 2.948 -1.554 3.372
C 3.880 -1.060 4.312
F 3.500 -0.227 5.328
C 5.219 -1.389 4.130
C 5.627 -2.154 3.027
F 6.901 -2.507 2.886
C 4.673 -2.567 2.072
H 0.249 5.826 -1.210
H -1.183 6.649 -0.571
H -0.855 6.582 -2.366
H -3.452 5.709 -1.395
H -3.071 5.218 -3.037
H -4.599 3.784 -1.206
H -3.898 3.089 -2.672
H -2.212 2.024 -1.558
H -3.138 2.343 -0.036
H -1.983 4.336 0.440
H 0.057 2.414 -0.808
H 0.532 3.915 -0.041
H -0.225 3.280 2.061
H -1.411 2.145 1.386
H 2.090 -0.334 1.547
H -0.509 -2.158 -0.481
H -0.385 -4.487 -1.032
H 0.769 -6.320 -0.867
H 3.173 -4.839 1.314
H 1.913 -1.364 3.474
H 5.968 -1.041 4.851
H 5.018 -3.154 1.245
*
```

Summary:
* HOMO level: -8.14 eV
* energy relative to the best compared isomer or geometry (same formula, charge and spin): 0.0 kcal per mole
* frontier orbital gap: 8.59 eV
* SMILES: CN1CCC[C@H]1CCOC(=O)Nc1ccc(O)cc1-c1cc(F)cc(F)c1

=====

Entry 2:
Molecular formula: C20H22F5NO5PRuSe
Method: DFT, ωB97M-V/def2-TZVPD

ORCA input file:
```
! wB97M-V def2-TZVPD RIJCOSX def2/J DEFGRID3
* xyz 1 5
Ru -0.058 0.208 0.184
C -0.872 -3.097 -0.437
P -1.328 -1.416 -0.958
C -3.083 -1.290 -0.506
C -1.354 -1.467 -2.772
H -1.564 -3.811 -0.885
H -0.938 -3.169 0.649
H 0.144 -3.340 -0.746
H -3.611 -2.166 -0.886
H -3.515 -0.392 -0.948
H -3.189 -1.242 0.577
H -2.032 -2.264 -3.079
H -0.362 -1.659 -3.176
H -1.716 -0.516 -3.159
F -3.031 6.013 -3.365
C -2.530 5.249 -2.426
C -2.434 3.878 -2.633
F -2.843 3.345 -3.774
C -1.916 3.079 -1.639
F -1.864 1.772 -1.865
C -1.483 3.605 -0.416
Se -0.835 2.556 1.005
C -1.591 4.991 -0.242
F -1.187 5.526 0.897
C -2.107 5.809 -1.226
F -2.204 7.112 -1.038
C 3.092 1.599 -2.043
C 2.329 0.344 -1.614
C 3.035 -0.326 -0.428
C 2.244 -0.646 -2.784
O 1.000 0.736 -1.286
H 4.154 1.378 -2.135
H 2.956 2.382 -1.296
H 2.720 1.961 -3.002
H 4.016 -0.695 -0.726
H 2.444 -1.178 -0.074
H 3.160 0.385 0.386
H 3.243 -0.895 -3.136
H 1.676 -0.201 -3.601
H 1.743 -1.559 -2.452
O -0.816 -0.418 2.008
C 0.147 0.067 2.716
O 1.097 0.631 2.116
C 0.109 -0.003 4.191
C 1.273 0.293 4.900
C 1.261 0.261 6.281
C 0.076 -0.050 6.929
C -1.090 -0.333 6.239
C -1.071 -0.319 4.857
N 0.053 -0.070 8.405
O -1.027 -0.202 8.941
O 1.116 0.062 8.976
H 2.170 0.545 4.354
H 2.146 0.477 6.861
H -1.990 -0.558 6.793
H -1.967 -0.539 4.293
*
```

Summary:
* HOMO level (spin up / spin down): -12.13 / -12.57 eV
* energy relative to the best compared isomer or geometry (same formula, charge and spin): 0.0 kcal per mole
* frontier orbital gap (spin up / spin down): 8.67 / 6.47 eV